No. 1
17
Properties=species:S:1:pos:R:3:forces:R:3 method="wB97M-V/def2-TZVPD" e_lumo_ev=0.41 smiles="CSNC(=S)[C@H](C)S" mol_weight_g_mol=167.3 total_charge=0 de_lowest_ev=0.557
S 1.33310 1.12439 -1.98593 0.0 -0.2 -0.1
S 0.46123 -0.63958 1.76777 -0.2 -1.0 0.5
S -1.62390 -1.59115 -0.66265 0.4 0.0 0.0
N 1.11135 -0.09623 0.29008 0.0 0.0 1.0
C 0.49157 0.31288 -0.82387 -0.4 0.5 -0.5
C -1.76555 1.14905 -0.19335 0.0 0.5 0.7
C 0.96296 0.62337 2.93662 -0.4 1.7 0.5
C -1.02020 0.11485 -1.01568 0.9 -0.8 0.1
H -1.64155 2.13235 -0.70037 -0.9 -0.7 0.1
H -1.17498 0.22967 -2.08034 -0.1 0.4 0.0
H 0.38883 1.53835 2.71643 0.4 -0.1 -0.2
H 0.57995 0.40384 3.95846 0.4 -0.6 -0.7
H -2.79394 0.79657 0.07926 0.7 0.8 -0.7
H 2.09431 0.08991 0.36514 0.4 0.1 -0.5
H -1.25565 1.33076 0.76516 -0.2 -0.4 -0.2
H 2.03824 0.89661 3.01280 -0.6 -0.6 -0.2
H -0.75404 -2.24389 -1.47659 -0.3 0.3 0.2

No. 2
80
Properties=species:S:1:pos:R:3:forces:R:3 method="wB97M-V/def2-TZVPD" e_lumo_ev=1.36 mol_weight_g_mol=1066.1 total_charge=-2 de_lowest_ev=1.131
I 0.36146 8.36825 -3.31105 0.0 0.0 0.0
Rb 0.27004 0.76702 -0.91956 0.0 0.1 0.0
S -5.48698 -1.10652 0.18713 0.0 0.0 0.0
S -2.11920 -1.31717 -2.45582 0.0 0.0 -0.1
S -3.17507 0.65418 0.03878 0.0 0.1 0.0
S -4.64768 -2.72557 -2.16102 0.0 0.0 0.0
F -2.58126 -1.95729 2.49207 0.0 0.0 0.0
F -1.12751 -1.76298 0.34407 0.1 0.1 0.0
F -0.06808 -6.36330 0.61545 0.0 0.0 0.0
F -1.45180 -6.53734 2.83731 0.0 0.0 0.0
O -6.91871 -3.03185 -0.87990 0.0 0.0 0.0
N 0.42555 -5.79814 -2.62674 0.0 0.1 0.0
N -0.04537 1.08957 3.14234 -0.1 0.2 0.0
N -2.58852 -2.34196 5.71484 0.1 -0.1 0.0
N 3.63332 2.32820 -2.72515 0.0 -0.1 0.0
N 2.05792 1.22433 -4.38123 0.0 0.1 0.0
N -4.07495 -6.38448 4.89482 0.0 0.0 0.0
N 0.39082 4.45707 -1.65258 -0.2 0.0 -0.2
N 1.50131 -1.74418 -1.40635 0.0 -0.1 0.0
N 2.78304 1.99685 -1.74309 0.0 0.1 0.0
N 0.50535 0.40544 2.27348 0.0 -0.2 0.0
N 0.80619 1.67561 -4.17178 0.1 -0.1 -0.1
N 0.69164 4.20639 -2.93060 0.0 0.0 0.0
N -0.79914 2.57988 1.42548 0.1 0.0 0.0
C -1.42839 -5.34447 2.21581 0.0 0.0 0.0
C 0.44597 6.36322 -2.83899 0.0 0.0 0.0
C 0.28962 -1.52456 3.81324 0.0 0.0 0.0
C -0.45634 2.38342 2.69242 0.0 0.0 0.0
C 4.64560 2.88186 -0.83851 0.0 0.0 0.0
C 0.35642 -4.95900 -1.82987 0.1 -0.1 0.1
C 0.71886 -0.48812 -4.79127 -0.1 0.0 0.0
C -0.51786 3.37136 3.66733 0.0 0.0 0.0
C -1.18843 -2.98381 0.93564 0.0 0.0 -0.1
C -3.52654 -1.46640 -1.69502 0.0 -0.1 0.0
C -2.08538 -4.25995 2.80391 0.0 -0.1 0.0
C -1.27514 4.86129 1.96873 0.0 0.0 0.0
C -0.69025 -5.25201 1.05084 -0.1 0.0 0.0
C -0.52239 -4.05863 0.34975 0.0 0.1 0.0
C -3.48789 -5.45652 4.52000 0.1 0.0 0.0
C 4.75606 2.85860 -2.21679 0.0 0.0 0.0
C 0.28069 -3.92725 -0.86938 -0.2 -0.1 0.0
C -1.20278 3.80010 1.07905 0.0 0.0 0.0
C 1.55990 -3.50579 3.31192 0.0 0.0 0.0
C 0.64902 -2.82513 4.11588 0.0 0.0 0.0
C -2.78380 -4.31753 4.08484 0.0 0.0 0.1
C 3.38248 2.32513 -0.60237 0.0 0.0 0.0
C 0.85619 -0.90916 2.69833 0.0 0.0 0.0
C 0.74214 5.31379 -3.68153 0.0 0.0 0.0
C -3.98176 -0.61224 -0.54180 0.0 0.0 0.0
C -2.67773 -3.23883 4.98119 -0.2 0.1 0.0
C -0.00612 0.64987 -4.42455 0.0 0.1 0.0
C 0.23139 5.77215 -1.58425 0.1 0.0 0.1
C 2.03184 -0.06563 -4.74581 0.1 0.0 0.0
C -0.92204 4.63834 3.29114 0.0 0.0 0.0
C 1.75936 -1.58458 1.88717 0.0 0.0 0.0
C -1.94985 -3.07889 2.08052 0.0 0.1 0.0
C -5.89877 -2.41172 -0.94288 0.0 -0.1 0.0
C 2.11442 -2.88775 2.19926 0.0 0.0 0.0
C 0.94036 -2.73576 -1.16776 0.1 0.1 -0.1
B 3.28276 2.15995 -4.24412 0.0 0.0 0.0
H 2.88199 2.13486 0.33668 0.0 0.0 0.0
H 0.99111 5.27354 -4.72779 0.0 0.0 0.0
H -0.25221 3.11949 4.68429 0.0 0.0 0.0
H 5.36917 3.23324 -0.12273 0.0 0.0 0.0
H 0.80755 3.23648 -3.28620 0.0 0.0 0.0
H 0.34856 -1.47189 -5.02233 0.0 0.0 0.0
H 2.79012 -3.42801 1.54891 0.0 0.0 0.0
H 4.22884 1.65122 -4.80789 0.0 0.0 0.0
H -1.60933 5.83190 1.62772 0.0 0.0 0.0
H -1.46818 3.93436 0.03789 0.0 0.0 0.0
H 2.15096 -1.10644 0.99849 0.0 0.0 0.0
H 5.55321 3.17616 -2.86958 0.0 0.0 0.0
H 1.80630 -4.53666 3.53545 0.0 0.0 0.0
H -0.97247 5.43824 4.01908 0.0 0.0 0.0
H -0.00308 6.25101 -0.64637 0.0 0.0 0.0
H -0.46233 -1.01690 4.40266 0.0 0.0 0.0
H 3.00315 3.24454 -4.72206 0.0 0.0 0.0
H 0.17658 -3.32057 4.95455 0.0 0.0 0.0
H -1.07518 0.78091 -4.33885 0.0 0.0 0.0
H 2.95131 -0.59282 -4.93490 0.0 0.0 0.0

No. 3
80
Properties=species:S:1:pos:R:3:forces:R:3 method="wB97M-V/def2-TZVPD" e_lumo_ev=-6.30 mol_weight_g_mol=639.1 total_charge=+2
Pd 0.94929 -0.40896 0.07656 0.2 0.5 -0.6
O -0.87159 -1.04197 -0.48146 0.0 -0.1 0.1
O 0.00829 0.54133 1.55465 -0.2 0.6 0.3
O 1.89353 -1.29733 -1.58833 0.1 -0.2 -0.1
N -4.39679 0.68442 0.10250 0.0 -0.2 0.0
N 2.18074 -2.56392 -3.42362 0.0 0.0 0.1
N 1.27385 -2.46491 1.05660 -0.4 -0.2 0.0
N 2.65959 0.29817 0.76803 -0.1 0.2 0.2
N -3.22182 2.61253 2.22790 0.2 -0.4 -0.3
N 2.51754 -0.25940 -3.52312 0.0 0.0 0.0
C 1.09798 6.01476 2.37065 0.1 -0.1 0.0
C 2.50092 1.05583 -2.91075 0.1 0.0 0.0
C 1.65844 -3.73300 -2.73349 0.1 0.0 0.0
C -3.67110 3.62659 1.26843 -0.1 0.2 -0.4
C 3.51268 -1.77871 1.81010 -0.2 0.1 -0.3
C 0.78979 4.56540 2.10800 -0.3 0.3 0.1
C 2.78422 -2.76569 -4.73597 0.0 0.1 -0.1
C 2.18967 -1.35989 -2.81002 -0.2 0.1 0.1
C -3.70299 3.11543 -0.18957 0.0 -0.4 0.4
C 1.60513 2.31289 1.59775 -0.1 0.5 0.1
C -2.07964 -3.39950 1.99068 0.6 0.3 -0.3
C -2.94438 -1.19147 0.58007 0.3 -0.1 -0.1
C -1.57431 -1.61750 0.42193 -0.3 0.1 -0.3
C 2.62588 -2.91090 1.27659 0.1 -0.2 0.3
C 0.25754 -3.10942 1.43963 0.8 -0.6 0.2
C 3.05305 -0.32882 -4.88119 -0.1 -0.1 -0.1
C -1.13246 -2.69535 1.26595 -0.5 0.0 0.3
C 2.72621 1.42550 1.36542 0.4 -0.2 -0.2
C -4.40069 -3.90923 2.83659 0.1 0.0 0.0
C -4.69082 1.98033 -0.52037 0.2 0.4 -0.1
C -0.77736 2.70304 2.00999 0.3 0.0 -0.3
C -3.44681 -3.06872 2.03432 -0.6 0.2 0.0
C -3.85185 -1.95158 1.35778 0.0 -0.2 0.2
C -3.25918 0.03198 -0.01672 0.0 0.1 0.2
C 0.28561 1.79128 1.69454 -0.3 -0.2 0.2
C -2.01472 2.10044 2.31232 -0.1 0.1 0.2
C 2.52878 -1.55162 -5.60814 0.1 0.0 0.1
C -0.49567 4.07768 2.16695 0.1 0.1 0.1
C 1.82692 3.66391 1.84043 -0.1 -0.6 -0.2
C 3.78160 -0.63529 0.80582 0.2 -0.3 0.2
H -5.17406 0.19334 0.52085 0.0 0.1 0.0
H 0.39823 -4.04931 1.99285 -0.1 0.0 0.0
H 3.69581 1.75502 1.73969 0.0 -0.1 0.0
H -5.42532 -3.55860 2.73170 0.0 0.0 0.0
H 2.45815 -4.42483 -2.45709 0.0 0.0 0.0
H 1.51794 6.48746 1.48161 0.0 0.0 0.0
H 1.97365 1.02111 -1.96300 0.0 0.0 0.0
H 2.84723 4.03234 1.81336 0.0 0.0 0.0
H 3.51536 1.42784 -2.74178 0.0 0.0 0.0
H -4.35849 -4.94998 2.51428 0.0 0.0 0.0
H 2.65993 -3.76109 1.97106 0.0 0.0 0.0
H -3.98321 3.96329 -0.81444 0.0 0.0 0.0
H -1.96414 1.08223 2.68720 0.0 0.0 0.1
H -3.00807 4.48380 1.30573 0.0 0.1 0.1
H 1.45975 -1.44935 -5.80052 0.0 0.0 0.0
H -2.46895 0.52575 -0.57315 0.0 0.0 0.0
H 3.91855 -1.04991 -0.19187 0.0 0.1 0.0
H 1.13284 -3.41677 -1.83925 0.0 0.0 0.0
H 3.06915 -1.35711 2.71514 0.1 0.0 0.1
H -5.69423 2.26678 -0.20758 0.0 -0.1 0.0
H 3.02362 -3.24100 0.31320 0.0 0.0 0.0
H -4.71654 1.85584 -1.60431 0.0 0.0 0.0
H -2.68902 2.82731 -0.47821 0.0 0.0 -0.1
H 0.20833 6.56767 2.66406 0.0 0.0 0.0
H 4.14700 -0.35589 -4.84055 0.0 0.1 0.0
H 1.98409 1.75081 -3.57329 0.0 0.0 0.0
H -3.95469 2.04064 2.61774 -0.1 -0.1 0.0
H -4.13659 -3.88109 3.89506 0.0 0.0 0.0
H 2.76387 0.58218 -5.40453 0.0 0.0 0.0
H 1.83515 6.10597 3.16910 0.0 0.1 0.0
H 4.69089 -0.10457 1.09752 -0.1 0.1 0.0
H 3.86142 -2.93049 -4.62794 0.0 -0.1 0.0
H 0.96175 -4.25291 -3.39190 0.0 0.0 0.0
H -1.28959 4.75536 2.45368 0.0 0.0 0.0
H -4.89707 -1.66466 1.41601 0.0 0.0 0.0
H 4.47317 -2.21461 2.08618 0.0 0.0 0.0
H -1.74305 -4.25627 2.56543 0.0 0.0 0.0
H -4.66122 3.95898 1.57675 0.0 0.0 0.1
H 2.35185 -3.66362 -5.17348 0.0 0.0 0.0
H 3.04144 -1.65998 -6.56279 0.0 0.0 0.0

No. 4
16
Properties=species:S:1:pos:R:3:forces:R:3 method="wB97M-V/def2-TZVPD" e_lumo_ev=1.02 smiles="[H]/N=C/CC(C)=C=C" mol_weight_g_mol=95.1 total_charge=0 de_lowest_ev=2.395
N 0.09382 2.68447 -0.90483 0.1 -0.2 0.3
C 0.24020 -0.80370 -0.01089 -0.3 0.1 0.1
C 0.41428 1.73012 -0.13185 0.1 0.0 -0.2
C -2.09505 -0.03533 0.83386 0.0 -0.1 0.0
C 0.89498 0.40581 -0.68853 0.1 0.0 -0.1
C -0.94353 -0.53025 0.47389 0.0 0.1 0.0
C 0.81903 -2.20789 0.04424 0.0 0.0 0.0
H -0.15980 3.51338 -0.36245 0.0 -0.1 -0.1
H 0.64479 0.41200 -1.75615 0.2 -0.1 0.1
H 1.29213 -2.52073 -0.89372 -0.1 0.2 0.1
H -2.90773 0.01979 0.11489 0.0 -0.1 0.2
H 1.98962 0.39986 -0.61172 -0.1 -0.2 0.1
H 0.01720 -2.92309 0.25989 0.2 0.2 0.0
H -2.25405 0.37036 1.82857 0.0 -0.1 -0.1
H 1.56713 -2.32267 0.83960 -0.1 0.2 -0.2
H 0.38697 1.80788 0.96520 0.0 0.0 -0.2

In eV/A, the max |F| values for the records above are, in order, 1.81; 0.29; 1.04; 0.42.
In eV, the frontier orbital gap values for the records above are, in order, 8.879; 3.310; 6.390; 10.299.